# 1
Entry from OMol25: a structure of composition C48H55N3O5P2PtS2Se2Si (ωB97M-V/def2-TZVPD).

The geometry in ORCA input format:
```
! wB97M-V def2-TZVPD RIJCOSX def2/J DEFGRID3
* xyz 0 5
Pt 1.3321 0.5802 -0.5469
Se 1.0105 -0.3302 2.0117
P 3.1208 -0.7112 1.7690
Se 3.5916 -0.5630 -0.3545
C 3.5529 -2.3425 2.4136
C 2.8195 -2.8875 3.4655
C 3.1427 -4.1397 3.9601
C 4.1914 -4.8552 3.4011
C 4.9223 -4.3127 2.3555
C 4.6048 -3.0599 1.8589
C 4.0982 0.4957 2.7078
C 4.0053 0.4739 4.0994
C 4.7275 1.3762 4.8570
C 5.5350 2.3183 4.2316
C 5.6233 2.3474 2.8508
C 4.9117 1.4331 2.0868
H 1.9721 -2.3474 3.8701
H 2.5608 -4.5668 4.7644
H 4.4245 -5.8433 3.7672
H 5.7328 -4.8735 1.9141
H 5.1620 -2.6520 1.0251
H 3.3659 -0.2477 4.5919
H 4.6578 1.3496 5.9353
H 6.0924 3.0300 4.8246
H 6.2460 3.0827 2.3613
H 4.9787 1.4564 1.0073
N 1.9154 0.7352 -2.7707
C 1.2489 0.3306 -3.6353
C 0.4294 -0.0972 -4.6543
C 0.4688 -1.4498 -5.0610
N 0.5139 -2.5528 -5.3887
C -0.5892 0.7816 -5.0884
N -1.4057 1.5133 -5.4442
C -0.8961 3.2764 -0.0427
P 0.8497 2.8707 -0.3308
C 1.2788 3.5992 -1.9240
C 0.3123 3.7365 -2.9156
C 0.6814 4.0888 -4.2057
C 2.0142 4.3179 -4.5045
C 2.9824 4.1847 -3.5180
C 2.6193 3.8150 -2.2369
C 1.6974 3.8664 0.9283
C 2.0963 5.1732 0.6596
C 2.6450 5.9519 1.6645
C 2.7884 5.4390 2.9446
C 2.3875 4.1402 3.2176
C 1.8506 3.3518 2.2130
H -1.0253 4.3610 -0.0459
H -1.1793 2.8775 0.9314
H -1.5436 2.8231 -0.7916
H -0.7276 3.5267 -2.7125
H -0.0737 4.1530 -4.9751
H 2.3023 4.5845 -5.5111
H 4.0244 4.3444 -3.7560
H 3.3832 3.6684 -1.4834
H 1.9829 5.5808 -0.3361
H 2.9575 6.9642 1.4471
H 3.2143 6.0508 3.7262
H 2.5031 3.7321 4.2122
H 1.5556 2.3363 2.4262
O 2.9141 -8.2691 0.4431
C 2.5111 -7.2146 1.1831
O 2.5404 -7.2747 2.3821
C 2.0409 -5.9975 0.4425
C 1.3615 -5.0338 1.1851
C 0.9023 -3.8822 0.5802
C 1.1550 -3.6560 -0.7780
S 0.6777 -2.2062 -1.6055
C 1.8579 -4.6151 -1.5212
C 2.2741 -5.7854 -0.9138
H 2.7533 -8.1082 -0.4959
H 1.2049 -5.2078 2.2393
H 0.3898 -3.1282 1.1537
H 2.0744 -4.4260 -2.5622
H 2.8297 -6.4947 -1.5174
C -2.8727 0.3127 3.1619
C -3.3212 -0.4903 1.9500
C -2.4413 -1.7091 1.7524
C -4.7866 -0.8870 2.0752
O -3.1831 0.4091 0.8291
Si -2.9997 0.1752 -0.7687
S -0.9681 0.2020 -1.4878
O -3.6719 -1.2356 -1.1803
C -3.9062 -1.9860 -2.3884
C -2.9457 -1.5822 -3.4958
C -5.3444 -1.7236 -2.8049
C -3.6991 -3.4424 -1.9999
O -3.5421 1.4807 -1.5641
C -4.7327 2.2956 -1.4510
C -4.9959 2.8144 -2.8568
C -4.4171 3.4317 -0.4885
C -5.9097 1.4722 -0.9505
H -3.0377 -0.2558 4.0758
H -3.4434 1.2392 3.2231
H -1.8131 0.5642 3.0974
H -2.4577 -2.3357 2.6437
H -1.4162 -1.3919 1.5707
H -2.7779 -2.3038 0.9074
H -4.9252 -1.5573 2.9231
H -5.1234 -1.3963 1.1736
H -5.4047 -0.0048 2.2352
H -3.0224 -0.5216 -3.7343
H -3.1832 -2.1462 -4.3975
H -1.9136 -1.8006 -3.2288
H -5.4689 -0.6949 -3.1396
H -6.0205 -1.9105 -1.9712
H -5.6202 -2.3812 -3.6272
H -2.6792 -3.5951 -1.6451
H -3.8622 -4.0931 -2.8581
H -4.3917 -3.7328 -1.2093
H -4.1457 3.3947 -3.2122
H -5.8824 3.4480 -2.8676
H -5.1525 1.9855 -3.5443
H -3.5924 4.0322 -0.8703
H -4.1419 3.0355 0.4877
H -5.2850 4.0802 -0.3676
H -6.1335 0.6592 -1.6376
H -6.7947 2.1034 -0.8697
H -5.7052 1.0556 0.0285
*
```

Values from the calculation:
- HOMO-LUMO gap (spin up / spin down) (eV) = 6.2 / 4.8
- E_tot (Eh) = -9093.501441
- <S²> = 6.032
- lowest unoccupied orbital energy (spin up / spin down) (eV) = -0.641 / -2.803

=====

# 2
Entry from OMol25: a structure of composition C48H55N4O6S2Sb2ScSe2 (ωB97M-V/def2-TZVPD).

The geometry in ORCA input format:
```
! wB97M-V def2-TZVPD RIJCOSX def2/J DEFGRID3
* xyz -2 1
Sc 1.4200 0.3382 0.6658
O 1.6058 4.1536 3.9487
C 0.4746 3.3453 3.6084
C 0.4218 2.0434 4.4090
C 0.1323 2.3780 5.8852
O 1.0882 3.2373 6.4881
C 1.7494 1.2625 4.3619
Se 2.8769 1.4293 2.7566
C -0.7740 1.2098 3.9408
Se -0.9320 0.6395 2.0565
H 2.3555 3.7149 3.5004
H 0.4907 3.1113 2.5441
H -0.4173 3.9440 3.8193
H 0.1102 1.4517 6.4705
H -0.8668 2.8342 5.9481
H 1.4651 3.7704 5.7657
H 1.5407 0.2080 4.5475
H 2.3845 1.6081 5.1761
H -1.6902 1.7746 4.1286
H -0.8238 0.3079 4.5572
C 4.4386 -0.4376 -0.7125
N 3.3793 0.5539 -0.5000
C 3.6529 1.7844 -0.7676
C 2.6852 2.8075 -0.5924
C 2.7900 4.1895 -0.7636
C 1.5401 4.7091 -0.4132
C 0.7533 3.6133 -0.0379
N 1.4329 2.4642 -0.1498
C 4.6295 -0.7308 -2.1807
C 3.6172 -1.3600 -2.9026
C 3.7638 -1.5979 -4.2589
C 4.9281 -1.2159 -4.9171
C 5.9449 -0.5993 -4.2052
C 5.7926 -0.3589 -2.8441
H 4.1712 -1.3447 -0.1698
H 5.3786 -0.0742 -0.2841
H 4.6485 2.0730 -1.1189
H 3.6671 4.7291 -1.0885
H 1.2359 5.7443 -0.4066
H -0.2659 3.6105 0.3229
H 2.7223 -1.6757 -2.3821
H 2.9677 -2.0902 -4.8042
H 5.0410 -1.4032 -5.9782
H 6.8583 -0.3019 -4.7068
H 6.5878 0.1255 -2.2881
C -2.3195 -5.4141 2.3357
Sb -0.7134 -4.3603 1.3198
C -0.9342 -5.5606 -0.4552
C 0.7962 -5.6279 2.1843
H -2.1719 -6.4920 2.2490
H -3.2788 -5.1495 1.8883
H -2.3449 -5.1413 3.3915
H -1.0429 -6.6110 -0.1804
H -0.0588 -5.4204 -1.0867
H -1.8151 -5.2337 -1.0098
H 0.5764 -6.6688 1.9412
H 0.7947 -5.5018 3.2678
H 1.7870 -5.3739 1.8098
C -5.6630 1.1480 -1.7288
C -5.1673 2.5314 -1.4000
C -6.1139 3.5323 -1.1742
C -5.7466 4.8392 -0.8974
C -4.4021 5.1695 -0.8439
C -3.4546 4.1803 -1.0563
C -3.8043 2.8570 -1.3370
Sb -1.9884 1.6580 -1.5394
C -2.7722 -0.3513 -1.7357
C -3.0307 -0.8904 -0.4741
C -3.4768 -2.1936 -0.3120
C -3.6593 -2.9910 -1.4300
C -3.3753 -2.4763 -2.6861
C -2.9236 -1.1686 -2.8621
C -2.6032 -0.7068 -4.2593
C -1.7596 2.3121 -3.6031
C -2.8422 2.7727 -4.3488
C -2.6873 3.2249 -5.6518
C -1.4240 3.2280 -6.2240
C -0.3355 2.7913 -5.4849
C -0.4783 2.3356 -4.1740
C 0.7454 1.9074 -3.4071
H -6.7353 1.1654 -1.9310
H -5.4834 0.4544 -0.9073
H -5.1510 0.7347 -2.5977
H -7.1664 3.2732 -1.2259
H -6.5066 5.5924 -0.7264
H -4.0896 6.1842 -0.6293
H -2.4032 4.4513 -0.9978
H -2.8501 -0.2945 0.4172
H -3.6540 -2.5805 0.6842
H -3.9937 -4.0166 -1.3271
H -3.4852 -3.1101 -3.5598
H -2.6718 -1.5416 -4.9580
H -1.5958 -0.2930 -4.3212
H -3.2842 0.0775 -4.5943
H -3.8318 2.7790 -3.9047
H -3.5473 3.5705 -6.2134
H -1.2834 3.5754 -7.2410
H 0.6545 2.8025 -5.9278
H 1.5870 1.7353 -4.0797
H 0.5831 0.9949 -2.8305
H 1.0405 2.6761 -2.6872
O 1.0276 -2.9534 -1.3232
S 0.0376 -1.8790 -1.4834
N 0.3361 -0.5061 -1.0348
O 4.4257 -4.9125 2.7783
S 4.2860 -3.5434 3.2117
O 5.4195 -2.9533 3.8708
N 3.7430 -2.6077 1.9912
C 2.5239 -2.1895 2.2286
O 1.7901 -1.5187 1.4531
C 1.9382 -2.6327 3.5337
C 0.6703 -2.3686 4.0200
C 0.3280 -2.9297 5.2449
C 1.2337 -3.7245 5.9471
C 2.5060 -3.9824 5.4458
C 2.8286 -3.4178 4.2290
H -0.0077 -1.7461 3.4429
H -0.6549 -2.7482 5.6625
H 0.9409 -4.1469 6.9008
H 3.2108 -4.6008 5.9857
*
```

Values from the calculation:
- HOMO-LUMO gap (eV) = 6.4
- E_tot (Eh) = -9373.236242
- lowest unoccupied orbital energy (eV) = 3.895

=====

# 3
Entry from OMol25: a structure of composition C48H56BrGeN2O8SScSi (ωB97M-V/def2-TZVPD).

The geometry in ORCA input format:
```
! wB97M-V def2-TZVPD RIJCOSX def2/J DEFGRID3
* xyz -2 1
Sc -2.8142 -2.7286 4.0156
O -1.4700 -3.3724 2.6310
C -1.4249 -3.4797 1.3429
C -0.1954 -3.6685 0.5426
C -0.2192 -3.7296 -0.7773
C -1.3786 -3.2537 -1.6390
C -2.5566 -3.1165 -0.8887
C -2.5945 -3.3480 0.3900
C -3.9402 -3.4215 1.1621
N -4.0941 -3.4940 2.4163
N -5.3593 -3.5801 2.9129
C -5.3139 -3.8464 4.1780
O -4.1592 -4.0791 4.8597
C -6.5644 -3.7743 4.9027
C -7.5877 -2.9815 4.4380
C -8.7029 -2.9269 5.2229
C -8.8637 -3.4900 6.4684
C -7.7954 -4.2489 6.9208
C -6.5730 -4.3767 6.1154
H 0.6206 -4.2178 1.1309
H 0.5549 -4.1715 -1.2138
H -0.9054 -3.3041 -2.8328
H -3.5315 -2.9207 -1.5945
H -4.8104 -3.8051 0.4175
H -7.4717 -2.4757 3.4302
H -9.7789 -2.2500 4.9044
H -9.7371 -3.0936 7.2435
H -7.9133 -4.6494 8.0239
H -5.8245 -4.9312 6.7744
Br -0.8777 -2.2385 5.7770
O 2.0088 -1.0812 3.9140
C 1.6967 -1.2670 2.8666
C 4.3923 -1.9882 -6.8786
C 5.2185 -2.4730 -5.6079
C 4.2567 -3.0980 -4.4907
C 6.3746 -3.3813 -6.0018
O 5.8238 -1.2638 -5.1589
Si 5.2926 -0.0906 -4.0703
S 3.3569 0.3788 -3.9644
O 5.9560 -0.7614 -2.6860
C 6.0756 -0.3841 -1.3540
C 4.8297 -0.9328 -0.6037
C 7.3071 -1.0973 -0.7097
C 6.1156 1.1158 -1.2104
O 6.3456 1.1591 -4.5475
C 6.0989 2.1784 -5.5433
C 4.8403 3.0101 -5.2812
C 7.2939 3.1054 -5.5558
C 6.1328 1.5578 -6.8912
H 3.6277 -2.5741 -7.4204
H 5.1317 -1.5727 -7.5642
H 3.8828 -1.1061 -6.5891
H 4.0005 -4.1177 -4.8067
H 3.3330 -2.5272 -4.4378
H 4.8378 -2.9843 -3.5967
H 6.0250 -4.3631 -6.3778
H 7.0091 -3.5080 -5.1241
H 7.0839 -2.9529 -6.8150
H 4.7640 -2.0384 -0.6466
H 3.9242 -0.5198 -1.0978
H 4.8911 -0.7175 0.4344
H 7.2632 -2.2154 -0.8431
H 7.3999 -0.8814 0.3618
H 8.2086 -0.7756 -1.1368
H 5.1768 1.5154 -1.3456
H 6.8020 1.4774 -1.9480
H 6.3648 1.4054 -0.2574
H 4.7710 3.3648 -4.2033
H 3.8386 2.4244 -5.3637
H 4.8151 3.8415 -5.9700
H 7.4000 3.6870 -4.5973
H 7.2650 3.8053 -6.4367
H 8.2015 2.4108 -5.5459
H 5.3657 0.7726 -6.9154
H 7.0772 1.0090 -6.9986
H 6.0376 2.2865 -7.7091
O -3.1580 -0.9845 2.5598
C -4.1302 -0.5741 3.2330
O -4.1162 -1.0272 4.4775
C -5.1088 0.4720 2.8018
C -4.6996 1.2806 1.6469
Ge -3.2642 2.5903 1.8959
C -2.8059 2.6976 3.8194
C -2.1052 1.5948 4.2276
C -1.9103 1.2428 5.6318
C -2.4229 2.0431 6.6427
C -3.0531 3.2169 6.3207
C -3.2317 3.5542 4.8905
C -3.6824 4.4541 1.2794
C -4.0237 4.7032 -0.1321
C -4.3380 5.9443 -0.6014
C -4.4062 7.0401 0.2574
C -4.1308 6.8626 1.5912
C -3.7316 5.5816 2.0622
C -1.6840 2.1606 0.7009
C -1.1731 0.8142 0.7595
C -0.1769 0.4015 -0.0863
C 0.3763 1.3618 -0.9542
C -0.0421 2.6743 -0.9287
C -1.0759 3.0661 -0.1219
H -5.1956 0.8936 3.7543
H -5.9842 -0.0525 2.6518
H -5.3483 1.7447 1.1883
H -4.4668 0.7039 0.6554
H -1.2955 0.9409 3.4019
H -0.8687 0.4014 5.8709
H -2.2704 1.8391 7.5148
H -3.4723 3.9913 7.0825
H -3.4961 4.5217 5.1183
H -3.6955 3.9479 -0.9159
H -4.2498 6.1421 -1.7758
H -4.6482 8.0161 -0.1312
H -4.2976 7.5204 2.3512
H -3.5087 5.5532 3.2416
H -1.7219 0.0105 1.3874
H 0.1539 -0.6703 0.1012
H 1.0703 0.8988 -1.8162
H 0.2411 3.2877 -1.8978
H -1.4839 4.2800 -0.3058
*
```

Values from the calculation:
- HOMO-LUMO gap (eV) = 6.5
- E_tot (Eh) = -8673.477469
- lowest unoccupied orbital energy (eV) = 3.628

=====

# 4
Entry from OMol25: a cluster of 10 separate species, C48H56Cl6N8 in total (ωB97M-V/def2-TZVPD).

The geometry in ORCA input format:
```
! wB97M-V def2-TZVPD RIJCOSX def2/J DEFGRID3
* xyz 2 1
C 4.6182 0.1498 -0.0452
N 3.2514 0.1581 0.6398
C 2.7441 1.2759 1.2486
C 1.4672 1.3167 1.6970
C 0.6658 0.1638 1.6473
C 1.1305 -0.9921 1.0801
C 2.4612 -0.9927 0.5716
C -0.6098 0.0764 2.2627
C -0.9194 -0.7546 3.3618
C -2.2408 -0.9913 3.8313
N -3.2355 -0.3134 3.2229
C -3.0762 0.4924 2.1376
C -1.7772 0.7095 1.6863
C -4.6946 -0.4021 3.6447
H 5.2456 1.0287 0.1033
H 4.5127 -0.0508 -1.1113
H 5.1388 -0.7061 0.3845
H 3.4428 2.0940 1.3429
H 1.1350 2.0606 2.4059
H 0.5591 -1.9064 1.0178
H 2.9000 -1.8694 0.1186
H -0.1148 -1.4055 3.6705
H -2.4395 -1.6041 4.6981
H -3.9473 0.8927 1.6404
H -1.6566 1.3503 0.8254
H -4.7062 0.0665 4.6288
H -4.9208 -1.4542 3.8183
H -5.3058 0.2045 2.9765
C -4.0362 -6.5681 -5.7827
N -2.7706 -6.5119 -4.9179
C -2.9410 -6.9049 -3.5842
C -1.6941 -7.0568 -2.9032
C -0.4234 -6.8268 -3.4947
C -0.4174 -6.3526 -4.7556
C -1.5949 -6.1529 -5.5339
C 0.9136 -7.1009 -2.7878
C 2.0228 -6.2212 -2.9004
C 3.2158 -6.5062 -2.2224
N 3.3270 -7.5324 -1.3923
C 2.2250 -8.2698 -1.1084
C 1.0940 -8.0927 -1.8844
C 4.5571 -7.7469 -0.6586
H -3.7049 -7.1103 -6.6684
H -4.3070 -5.5182 -5.8948
H -4.9549 -7.0262 -5.4164
H -3.9512 -7.0271 -3.2221
H -1.7193 -7.3343 -1.8597
H 0.5208 -6.2417 -5.2789
H -1.5086 -5.7658 -6.5385
H 2.0146 -5.4455 -3.6519
H 4.0588 -5.8370 -2.1334
H 2.3777 -9.0492 -0.3765
H 0.3115 -8.7704 -1.5766
H 4.7226 -6.8435 -0.0715
H 5.3634 -8.1346 -1.2812
H 4.4198 -8.5150 0.1025
C -0.6504 -3.6897 -2.7672
N -0.3793 -2.2265 -2.3642
C -1.4083 -1.5977 -1.8878
C -1.3253 -0.2219 -1.6611
C -0.0537 0.4525 -1.8899
C 1.0333 -0.3079 -2.2153
C 0.8563 -1.6896 -2.4687
C -0.0044 1.9444 -1.8680
C 1.1505 2.6730 -1.6265
C 1.1848 4.0611 -1.6941
N 0.0029 4.7549 -1.9090
C -1.1508 4.1084 -2.0703
C -1.1812 2.6975 -1.9846
C 0.0280 6.2406 -2.0145
H -1.5147 -3.7065 -3.4311
H -0.9082 -4.2384 -1.8614
H 0.1450 -4.1632 -3.3427
H -2.3286 -2.1414 -1.7334
H -2.2169 0.2889 -1.3287
H 2.0490 0.0537 -2.1524
H 1.6225 -2.4098 -2.7151
H 2.0852 2.1398 -1.5345
H 2.0524 4.6950 -1.5852
H -2.0116 4.6996 -2.3457
H -2.1243 2.1717 -2.0053
H 1.0345 6.6275 -2.1737
H -0.3249 6.7083 -1.0953
H -0.4963 6.6432 -2.8811
C 3.2876 8.4271 1.5732
N 2.2667 7.7581 2.3596
C 1.1583 7.4667 1.7487
C 0.1508 6.8051 2.4671
C 0.3151 6.3564 3.7398
C 1.5672 6.6767 4.3213
C 2.5248 7.4670 3.6630
C -0.6487 5.4420 4.3815
C -0.3714 4.0761 4.6043
C -1.4165 3.2330 5.1383
N -2.6230 3.8018 5.4154
C -2.8908 5.1297 5.2815
C -1.8831 5.9646 4.7950
C -3.7140 3.0056 6.0074
H 4.2429 7.9248 1.7250
H 3.3673 9.4907 1.7977
H 3.1579 8.3239 0.4958
H 1.0892 7.7522 0.7094
H -0.8356 6.5924 2.0822
H 1.8836 6.3121 5.2874
H 3.5160 7.7434 3.9911
H 0.5263 3.7404 4.1063
H -1.4020 2.1655 5.3014
H -3.8927 5.4660 5.5042
H -2.0870 7.0156 4.6530
H -3.5933 2.7283 7.0546
H -3.8021 2.1071 5.3966
H -4.6626 3.5224 5.8624
Cl 4.0720 1.4508 -3.4206
Cl 1.2070 -3.2234 -5.8649
Cl 4.0252 5.1131 0.4572
Cl -3.0009 5.5833 -4.7233
Cl 0.9963 -4.6831 0.1239
Cl -4.4449 -3.4367 -3.1418
*
```

Values from the calculation:
- HOMO-LUMO gap (eV) = 1.5
- E_tot (Eh) = -5061.015786
- lowest unoccupied orbital energy (eV) = -7.756